1.
{
  "formula": "C10H25BN2O10S2",
  "method": "ωB97M-V with the def2-TZVPD basis set",
  "symbols": ["C", "O", "C", "C", "C", "N", "B", "O", "N", "C", "C", "H", "H", "H", "H", "H", "H", "H", "H", "H", "H", "H", "H", "H", "H", "H", "H", "H", "C", "C", "O", "S", "O", "O", "O", "H", "H", "H", "H", "C", "C", "O", "S", "O", "O", "O", "H", "H", "H", "H"],
  "coordinates": [[2.275, 0.295, -3.440], [1.243, 1.082, -2.878], [1.014, 0.809, -1.499], [-0.472, 0.996, -1.271], [1.798, 1.836, -0.661], [2.344, 1.304, 0.614], [3.448, 0.398, 0.553], [3.430, -0.738, -0.243], [4.622, 0.658, 1.438], [4.753, -0.524, 2.316], [5.858, 0.897, 0.674], [2.577, 0.773, -4.367], [1.884, -0.696, -3.664], [3.149, 0.226, -2.795], [1.243, -0.218, -1.224], [-1.009, 0.247, -1.850], [-0.816, 1.965, -1.613], [-0.709, 0.802, -0.228], [1.093, 2.620, -0.407], [2.552, 2.286, -1.308], [2.702, 2.099, 1.133], [4.275, -0.887, -0.691], [3.782, -0.958, 2.537], [5.187, -0.219, 3.266], [5.391, -1.300, 1.886], [6.137, 1.944, 0.739], [6.661, 0.296, 1.084], [5.784, 0.647, -0.392], [-4.891, 0.630, 0.397], [-5.863, 1.740, 0.055], [-5.136, 2.949, 0.328], [-3.579, 2.716, 0.018], [-3.291, 3.207, -1.282], [-2.829, 3.114, 1.153], [-3.618, 1.118, -0.052], [-4.836, 0.467, 1.474], [-5.129, -0.297, -0.103], [-6.769, 1.705, 0.653], [-6.123, 1.729, -1.006], [-1.444, -2.997, 0.930], [-2.194, -4.306, 0.801], [-3.467, -4.045, 1.413], [-3.878, -2.519, 1.160], [-4.750, -2.463, 0.040], [-4.212, -1.935, 2.407], [-2.440, -1.991, 0.703], [-1.041, -2.864, 1.935], [-0.644, -2.898, 0.201], [-1.698, -5.127, 1.310], [-2.363, -4.571, -0.244]],
  "atomic_forces_ev_per_a": [[-0.371, 0.328, -0.101], [0.272, -0.287, 0.015], [-0.709, 0.808, 0.124], [-0.070, -0.761, -0.245], [-0.451, -0.710, 0.220], [1.006, 0.446, -0.980], [0.207, 0.240, 0.542], [-0.058, 0.266, -0.786], [-0.338, -0.888, -0.383], [0.305, 0.512, 0.171], [-0.329, 0.229, 0.311], [0.001, 0.028, -0.158], [0.179, -0.284, 0.020], [0.083, -0.062, 0.186], [0.494, -0.095, -0.164], [-0.140, -0.079, -0.102], [0.006, 0.270, 0.186], [-0.087, 0.316, 0.198], [-0.027, 0.275, 0.051], [0.281, -0.077, 0.074], [-0.398, -0.106, 0.386], [-0.204, -0.243, 0.479], [-0.160, -0.036, -0.013], [0.131, -0.036, 0.145], [-0.040, -0.173, -0.084], [0.160, 0.153, -0.059], [0.274, -0.017, 0.067], [-0.048, -0.057, -0.083], [-0.252, 0.229, 0.432], [-0.030, -0.099, -0.408], [0.215, -0.197, 0.244], [-0.318, -0.288, -0.019], [0.210, 0.082, 0.045], [0.054, 0.211, -0.066], [-0.107, 0.217, -0.223], [-0.027, -0.017, -0.004], [0.129, -0.021, -0.179], [0.075, 0.195, 0.123], [-0.013, -0.025, 0.015], [0.241, -0.106, 0.352], [0.062, -0.051, -0.431], [0.115, 0.279, 0.197], [0.692, -0.557, 0.016], [-0.156, 0.129, 0.065], [-0.329, 0.054, -0.040], [-0.284, -0.155, -0.192], [0.006, -0.010, -0.012], [-0.114, 0.167, -0.101], [-0.173, -0.002, 0.164], [0.035, 0.003, 0.006]],
  "homo_energy_ha": -0.322,
  "charge": 0,
  "e_tot_ha": -2079.16932,
  "e_lumo_ev": 0.3,
  "homo_lumo_gap_ha": 0.3336
}


2.
{
  "formula": "C10H25BN3O2",
  "method": "ωB97M-V with the def2-TZVPD basis set",
  "symbols": ["C", "C", "B", "N", "C", "C", "H", "H", "H", "H", "H", "H", "H", "H", "H", "H", "H", "C", "C", "O", "N", "C", "H", "H", "H", "H", "H", "H", "H", "C", "C", "O", "N", "C", "H", "H", "H", "H", "H", "H", "H"],
  "coordinates": [[-1.723, 1.553, -1.862], [-1.140, 1.363, -0.659], [-1.385, 2.462, 0.557], [-0.879, 3.879, 0.082], [0.313, 4.383, 0.766], [1.454, 3.381, 0.787], [-1.275, 1.210, -2.793], [-2.664, 2.091, -1.885], [-0.536, 0.466, -0.521], [-2.613, 2.538, 0.715], [-0.862, 2.077, 1.597], [-1.624, 4.511, 0.340], [0.094, 4.751, 1.778], [0.672, 5.263, 0.215], [1.497, 2.811, -0.135], [1.300, 2.665, 1.590], [2.393, 3.890, 1.004], [0.862, -3.074, -3.286], [0.091, -2.253, -2.274], [0.624, -1.731, -1.314], [-1.243, -2.093, -2.475], [-2.062, -2.618, -3.545], [1.904, -3.095, -2.983], [0.484, -4.097, -3.325], [0.792, -2.628, -4.279], [-1.684, -1.508, -1.778], [-2.520, -1.797, -4.101], [-2.861, -3.243, -3.137], [-1.469, -3.215, -4.230], [-0.085, -1.366, 2.073], [0.414, -0.809, 3.385], [-0.225, -0.043, 4.078], [1.658, -1.220, 3.788], [2.568, -2.117, 3.106], [-1.068, -0.960, 1.854], [0.582, -1.096, 1.254], [-0.162, -2.453, 2.149], [1.945, -0.825, 4.668], [2.787, -2.986, 3.733], [3.509, -1.607, 2.887], [2.136, -2.460, 2.173]],
  "atomic_forces_ev_per_a": [[0.337, -0.585, 0.653], [-0.878, 0.251, 0.200], [-0.460, -0.537, -0.402], [0.165, -0.255, 0.689], [-0.193, 0.294, -0.806], [-0.148, -0.095, 0.715], [-0.485, -0.645, -0.128], [0.358, 0.863, -0.405], [0.959, 0.435, -0.392], [-0.030, 0.054, 0.076], [-0.009, 0.028, 0.102], [-0.106, 0.164, -0.216], [0.126, -0.201, 0.288], [0.011, 0.156, 0.002], [0.117, 0.115, -0.274], [-0.048, -0.181, 0.016], [0.216, 0.015, -0.223], [0.030, -0.005, 0.043], [-0.371, 0.231, -0.053], [0.462, -0.218, 0.168], [0.055, -0.276, 0.021], [-0.036, 0.243, 0.225], [0.004, 0.037, 0.056], [-0.016, 0.008, -0.084], [-0.039, -0.061, -0.025], [0.010, 0.212, -0.103], [-0.009, -0.048, -0.071], [-0.004, -0.051, -0.087], [0.025, -0.015, -0.009], [-0.073, 0.085, 0.114], [-0.071, 0.074, -0.101], [-0.039, -0.105, 0.137], [0.005, -0.137, -0.098], [0.028, 0.201, 0.293], [0.019, 0.157, 0.101], [-0.040, -0.128, -0.052], [0.092, -0.018, -0.154], [0.012, 0.046, -0.001], [0.019, -0.062, -0.088], [0.019, -0.066, -0.099], [-0.010, 0.018, -0.028]],
  "homo_energy_ha": -0.118,
  "charge": -1,
  "e_tot_ha": -735.61972,
  "e_lumo_ev": 2.8,
  "homo_lumo_gap_ha": 0.2190
}


3.
{
  "formula": "C10H25Cl10N5O10",
  "method": "ωB97M-V with the def2-TZVPD basis set",
  "symbols": ["C", "N", "O", "O", "H", "H", "H", "C", "N", "O", "O", "H", "H", "H", "C", "N", "O", "O", "H", "H", "H", "C", "N", "O", "O", "H", "H", "H", "C", "N", "O", "O", "H", "H", "H", "C", "Cl", "Cl", "H", "H", "C", "Cl", "Cl", "H", "H", "C", "Cl", "Cl", "H", "H", "C", "Cl", "Cl", "H", "H", "C", "Cl", "Cl", "H", "H"],
  "coordinates": [[0.704, 0.413, 0.058], [-0.592, -0.060, -0.539], [-1.510, -0.263, 0.280], [-0.496, -0.357, -1.740], [1.486, -0.335, -0.077], [0.507, 0.595, 1.115], [0.933, 1.395, -0.356], [-2.977, 1.014, 1.861], [-1.759, 1.905, 1.680], [-0.859, 1.815, 2.527], [-1.824, 2.639, 0.694], [-3.138, 0.368, 0.998], [-3.818, 1.698, 1.972], [-2.837, 0.396, 2.748], [2.856, -3.096, 0.936], [1.416, -3.035, 0.475], [0.901, -1.928, 0.623], [0.903, -4.058, 0.023], [3.167, -4.141, 0.916], [3.005, -2.684, 1.934], [3.439, -2.432, 0.298], [-2.455, -2.219, -0.594], [-1.249, -2.977, -0.165], [-0.328, -2.852, -0.938], [-1.292, -3.633, 0.877], [-2.166, -1.176, -0.727], [-3.141, -2.276, 0.251], [-2.778, -2.725, -1.504], [-1.006, -1.016, 2.415], [-2.315, -1.488, 2.865], [-3.011, -1.987, 1.940], [-2.731, -1.158, 3.930], [-0.783, -1.843, 1.741], [-0.224, -0.945, 3.171], [-1.080, -0.078, 1.864], [1.558, 1.537, -3.065], [0.349, 0.301, -3.562], [3.200, 0.723, -2.965], [1.495, 2.377, -3.757], [1.331, 1.903, -2.063], [-2.187, 0.093, -3.414], [-2.846, 1.732, -3.620], [-3.341, -1.141, -3.697], [-1.343, 0.019, -4.101], [-1.696, -0.102, -2.460], [4.267, -0.526, 0.347], [3.034, -0.787, -0.927], [5.730, -1.469, 0.110], [4.461, 0.546, 0.374], [3.865, -0.842, 1.309], [-0.400, 4.086, -1.444], [-0.109, 2.379, -1.612], [0.609, 4.903, -2.667], [-1.474, 4.206, -1.581], [-0.045, 4.307, -0.437], [1.688, 2.544, 1.679], [0.583, 2.986, 0.435], [3.141, 1.560, 1.050], [2.033, 3.399, 2.261], [1.149, 1.793, 2.256]],
  "atomic_forces_ev_per_a": [[-1.261, 0.010, 0.517], [2.729, -0.771, 1.076], [1.864, 3.255, -3.606], [-0.342, -1.646, 7.734], [-1.532, 0.868, 0.116], [0.022, -0.538, -0.337], [0.571, -2.228, -0.022], [-0.576, 0.586, 0.630], [-1.572, -0.213, -0.245], [-1.371, 1.058, -1.187], [-0.787, -0.670, 1.850], [-0.056, 0.737, 0.203], [0.112, -0.012, 0.065], [-0.339, 1.253, -0.238], [0.106, -0.717, -0.094], [1.377, -2.136, 0.769], [0.718, -1.375, 1.138], [4.174, -0.133, 2.891], [-0.013, 0.242, -0.176], [-0.778, -0.175, 0.142], [-0.462, -1.390, -0.018], [-1.341, -1.775, -0.584], [-1.504, 0.133, -1.006], [-3.254, 1.331, -2.762], [0.292, 0.255, -0.771], [-1.366, -2.247, -1.088], [-0.089, -0.200, -1.322], [-0.115, 0.077, 0.149], [1.429, -2.119, 0.758], [-0.903, 0.108, -2.597], [0.848, 0.915, 3.566], [-0.605, -0.400, 1.814], [0.578, 0.773, 0.300], [-0.590, -0.158, 0.553], [-0.020, -1.403, 1.522], [2.730, -2.124, -1.407], [5.378, 2.673, -4.258], [-0.440, 2.454, -3.056], [0.386, -0.275, -0.104], [2.949, -1.427, -1.660], [-0.737, 0.468, -0.945], [-0.024, -0.006, 0.147], [-1.123, -0.879, -0.448], [-2.047, -0.301, -0.681], [-2.125, 0.848, -0.845], [0.235, -0.729, 0.018], [2.793, -1.778, 0.867], [0.300, 0.020, -0.282], [1.330, -1.185, -0.784], [0.012, 0.240, -0.271], [-1.106, 0.696, -1.493], [-8.028, 2.461, -3.387], [-0.416, 0.294, 0.330], [0.249, 0.500, -0.263], [-0.894, 1.776, -1.433], [0.847, -0.737, 0.921], [5.483, 2.105, 7.445], [-2.426, 3.309, 1.542], [0.140, -0.302, -0.140], [0.591, 0.606, 0.444]],
  "homo_energy_ha": -0.332,
  "charge": 0,
  "e_tot_ha": -6022.84622,
  "e_lumo_ev": -1.2,
  "homo_lumo_gap_ha": 0.2883,
  "e_above_lowest_kj_mol": 2072.8
}


4.
{
  "formula": "C10H25ClIN3OPRe",
  "method": "ωB97M-V with the def2-TZVPD basis set",
  "symbols": ["C", "I", "H", "H", "H", "Re", "P", "C", "C", "H", "H", "H", "C", "H", "H", "H", "H", "H", "H", "C", "O", "Cl", "C", "N", "C", "C", "N", "N", "C", "C", "H", "H", "H", "H", "H", "H", "H", "H", "H", "H", "H", "H", "H"],
  "coordinates": [[-0.191, 2.447, -1.052], [-1.722, 0.056, 2.200], [0.473, 2.522, -1.930], [0.367, 2.957, -0.250], [-1.120, 2.986, -1.336], [-0.246, 0.284, -1.028], [-2.232, 0.426, -2.078], [-3.653, 1.418, -1.438], [-2.092, 1.296, -3.695], [-2.346, -1.836, -2.911], [-3.904, -1.018, -3.149], [-3.448, -1.592, -1.539], [-3.064, -1.148, -2.461], [-1.345, 0.799, -4.320], [-3.059, 1.310, -4.215], [-4.438, 1.497, -2.205], [-3.328, 2.429, -1.165], [-1.775, 2.331, -3.522], [-4.080, 0.944, -0.549], [-1.294, 1.334, 0.461], [-1.603, 2.456, 0.837], [0.778, -0.447, -2.994], [2.209, 1.264, 2.734], [2.363, -0.130, 2.364], [3.627, -0.701, 2.834], [1.731, -0.639, 1.246], [1.336, 0.203, 0.274], [1.547, -1.962, 1.214], [1.555, -2.769, 2.446], [1.112, -2.652, 0.011], [2.092, 1.357, 3.831], [1.266, 1.649, 2.295], [3.059, 1.887, 2.425], [3.533, -1.036, 3.874], [3.941, -1.554, 2.220], [4.404, 0.072, 2.783], [1.871, 1.067, 0.364], [0.659, -3.405, 2.469], [2.449, -3.416, 2.488], [1.536, -2.144, 3.351], [0.212, -3.254, 0.216], [0.903, -1.922, -0.797], [1.914, -3.365, -0.303]],
  "atomic_forces_ev_per_a": [[1.867, 0.657, -2.864], [-0.454, -0.452, 0.740], [-0.071, 0.033, -0.064], [-0.475, -0.500, -0.051], [0.554, -0.539, 0.442], [5.732, 0.834, 0.575], [-6.119, 1.073, -3.084], [0.365, 0.032, 0.778], [0.950, 0.026, -0.193], [-0.094, -0.090, -0.045], [0.164, 0.388, 0.039], [0.040, -0.013, -0.048], [0.631, -0.691, 0.397], [-0.142, 0.119, -0.018], [0.092, -0.191, 0.398], [0.410, -0.202, 0.110], [-0.141, -0.115, -0.127], [-0.051, -0.167, -0.084], [-0.037, 0.057, -0.078], [-1.549, 4.291, 1.952], [0.274, -4.966, -0.368], [-1.247, 0.560, 1.451], [-0.985, 0.772, 0.188], [-0.135, -0.084, -1.909], [0.450, -0.742, 0.479], [1.395, -1.058, 3.258], [-1.220, 0.552, -1.063], [-0.756, 0.948, -0.039], [0.269, -0.474, 0.551], [0.253, -0.671, -0.405], [0.179, -0.147, -0.503], [0.526, -0.004, 0.326], [-0.125, -0.174, 0.014], [0.099, 0.111, -0.191], [-0.152, 0.285, 0.119], [-0.224, -0.168, -0.009], [-0.182, 0.195, -0.070], [0.295, 0.130, -0.249], [-0.420, 0.261, -0.046], [0.064, -0.075, -0.544], [0.239, 0.289, -0.009], [0.366, -0.726, 0.296], [-0.633, 0.636, -0.054]],
  "homo_energy_ha": [-0.704, -0.712],
  "s2": 3.87,
  "charge": 3,
  "spin_multiplicity": 4,
  "e_tot_ha": -1811.82168,
  "e_lumo_ev": [-14.2, -14.5],
  "homo_lumo_gap_ha": [0.1828, 0.1794],
  "e_above_lowest_kj_mol": 320.6
}